(1)
ORCA calculation (the ωB97M-V functional and the def2-TZVPD basis) on a single C6H10O molecule.

Output
* net charge: 0
* SMILES: CC(C)=CCC=O
* multiplicity: 1
* gap between HOMO and LUMO: 9.544 eV

Last column: natural (NBO) charge in e.
Geometry (Å):
C 0.17580 -0.42979 2.29237  -0.6380
C 0.14778 -0.28922 0.79872  0.0578
C 0.03510 -1.58270 0.05629  -0.6573
C 0.29370 0.87721 0.16381  -0.2363
C -0.47665 1.20058 -1.08882  -0.5488
C 0.06052 0.99176 -2.47726  0.4488
O 1.00179 0.30020 -2.77902  -0.5222
H 0.75460 -1.27856 2.67579  0.2107
H -0.87111 -0.61066 2.58296  0.2202
H 0.49108 0.49528 2.77914  0.2189
H 1.06248 -1.90928 0.25710  0.2356
H -0.03531 -1.50511 -1.03200  0.2289
H -0.68706 -2.30967 0.44813  0.2101
H 0.82076 1.69339 0.65288  0.2008
H -0.81457 2.24213 -1.00991  0.2332
H -1.40773 0.61054 -1.06403  0.2388
H -0.55118 1.50389 -3.25614  0.0989

=====

(2)
ORCA calculation (the ωB97M-V functional and the def2-TZVPD basis) on a single C6H10O molecule.

Output
* net charge: 0
* SMILES: C=C(O)/C=C/CC
* multiplicity: 1
* gap between HOMO and LUMO: 9.383 eV

Last column: natural (NBO) charge in e.
Geometry (Å):
C 1.48293 -2.66436 1.01027  -0.5278
C 1.16211 -1.63583 0.16350  0.3070
O 1.84759 -1.47334 -1.03441  -0.6806
C 0.09235 -0.67452 0.47532  -0.2733
C -0.29761 0.27187 -0.34452  -0.1301
C -1.46205 1.19142 -0.03435  -0.4409
C -1.27502 2.63931 -0.56329  -0.5863
H 2.37092 -3.34902 0.73155  0.1898
H 1.02723 -2.74241 1.97861  0.2129
H 2.60306 -2.11660 -0.93902  0.4818
H -0.37467 -0.83082 1.42526  0.2103
H 0.14789 0.35835 -1.37693  0.2149
H -2.32984 0.78944 -0.48593  0.2099
H -1.63094 1.24898 1.05887  0.2032
H -0.18883 3.04004 -0.06057  0.1923
H -1.12395 2.61279 -1.67324  0.2038
H -2.05116 3.33471 -0.33112  0.2130

=====

(3)
ORCA calculation (the ωB97M-V functional and the def2-TZVPD basis) on 2 unconnected molecules or ions with the total composition C6H10O.

Output
* net charge: 0
* multiplicity: 1
* gap between HOMO and LUMO: 9.371 eV

Last column: natural (NBO) charge in e.
Geometry (Å):
C 1.49193 -0.53298 -0.50469  -0.6168
C 0.68508 0.37055 0.41486  -0.1873
C 0.12937 1.70332 -0.16218  -0.4362
C -1.28856 1.26810 0.22378  0.0897
O -1.89108 0.49610 -0.85357  -0.4618
C -1.49839 -0.69722 -0.40561  0.2883
C -0.77261 -0.06250 0.78683  -0.4048
H 1.69280 -1.49813 -0.02737  0.2205
H 2.45231 -0.06679 -0.75276  0.2115
H 0.95734 -0.73173 -1.43988  0.2172
H 1.24834 0.56189 1.33423  0.2129
H 0.47552 2.59451 0.36778  0.2219
H 0.25863 1.85188 -1.23864  0.2249
H -1.99926 1.96053 0.67704  0.2009
H -0.30646 -3.67297 0.02307  -0.0361
H -0.67789 -3.07259 -0.22363  0.0201
H -0.95707 -0.47197 1.78075  0.2349

=====

(4)
ORCA calculation (the ωB97M-V functional and the def2-TZVPD basis) on a molecular structure, C6H10O.

Output
* net charge: 0
* multiplicity: 1
* gap between HOMO and LUMO (alpha / beta): 8.125 / 7.479 eV

Last column: natural (NBO) charge in e.
Geometry (Å):
C -1.50913 -1.56274 -0.93077  -0.6011
C -0.96078 -0.16234 -0.73275  -0.3066
C -0.57989 0.27196 0.67254  -0.3483
C 0.88358 0.94083 0.27331  0.1220
O 0.83525 2.31241 0.01680  -0.6948
C 1.92842 0.42611 1.04173  -0.4098
C 0.50270 0.06040 -0.91050  -0.0877
H -2.55577 -1.63820 -0.61645  0.2127
H -0.92608 -2.29092 -0.35429  0.2033
H -1.45623 -1.85369 -1.98597  0.2140
H -1.57060 0.58801 -1.24603  0.2172
H -0.47382 -0.55211 1.37634  0.2140
H -1.13984 1.11032 1.09298  0.2288
H 1.12872 2.74386 0.83274  0.4684
H 2.90520 0.90402 1.05067  0.1904
H 1.82325 -0.52049 1.55691  0.1903
H 1.16502 -0.77742 -1.13725  0.1872

=====

Calculated values (eV) of energy relative to the best compared isomer or geometry (same formula, charge and spin) for the records, taken in order: 1.0878 1.3171 4.6049 4.1959.
Calculated values (a.u.) of electronic energy for the records, taken in order: -309.8024 -309.7940 -309.6731 -309.6882.